Record 1
DFT (the ωB97M-V functional and the def2-TZVPD basis) results for a molecular structure, C10H18Cl2GaN2O2P in a non-equilibrium geometry.

Cartesian coordinates (Å):
C: -0.7551 -3.6895 -2.9350
C: -1.0474 -2.5694 -2.0744
H: -1.5892 -3.9288 -3.6026
H: -0.5105 -4.5605 -2.3052
H: 0.1303 -3.4498 -3.5398
O: -1.9457 -1.7966 -1.8341
Cl: 0.0005 -3.3861 0.2678
Ga: 0.3505 -1.3611 -0.4047
P: -0.2381 1.1304 -1.3107
C: -1.8365 1.9636 -0.9300
C: 0.9482 2.4858 -1.0244
H: 0.6251 0.2552 -3.3822
H: -0.1176 1.8806 -3.6128
H: -1.1718 0.4057 -3.4744
C: -0.2410 0.8943 -3.1343
H: 1.9845 2.1042 -1.0819
H: 0.7771 3.2313 -1.8225
H: -2.1183 2.6844 -1.7114
H: -1.7587 2.4818 0.0361
H: 0.7855 2.9615 -0.0413
H: -2.6273 1.2062 -0.8344
C: -1.7053 -0.6631 0.1720
O: -2.7567 -0.7447 0.6599
Cl: 2.0926 -1.0715 -1.7315
C: 0.7772 1.6321 4.2882
N: 0.8989 0.4723 3.4043
C: 1.6500 -0.6730 3.6509
C: 1.6056 -1.4256 2.5166
N: 0.9950 -0.6751 1.5123
C: 0.5700 0.4641 2.0959
H: 0.3246 1.3581 5.2539
H: 1.7965 2.0244 4.4374
H: 0.1363 2.3780 3.7900
H: 2.1100 -0.8392 4.5962
H: 1.8872 -2.4684 2.4421
H: -0.0264 1.2885 1.6639

Results
LUMO (alpha / beta)	-10.56 / -10.55	eV
total charge	+2
electronic energy	-3837.760448	Ha
F_max	0.1574	Eh/bohr

Here are the Löwdin charges for atoms 1 to 5, given in e: 0.048, -0.175, 0.152, 0.126, 0.143

***

Record 2
DFT (the ωB97M-V functional and the def2-TZVPD basis) results for a gas-phase ion, C18H28N3O3S (charge +1) in a non-equilibrium geometry.

Cartesian coordinates (Å):
C: -7.7769 -0.6605 -0.9382
C: -7.2566 0.1166 0.2587
O: -5.9484 0.5742 -0.0319
C: -5.3727 1.3246 1.0077
C: -4.0272 1.8589 0.5232
C: -3.1138 0.6997 0.1272
N: -1.8957 1.1899 -0.4751
C: -0.6571 0.8179 -0.1942
S: 0.6482 1.6153 -0.8724
N: -0.5050 -0.2824 0.6587
C: 0.6421 -0.2767 1.5544
C: 1.7982 -1.1372 1.0160
N: 1.7138 -1.1292 -0.4542
C: 2.9601 -1.5858 -1.1216
C: 4.0908 -0.6323 -0.8459
C: 4.1192 0.5999 -1.4832
C: 5.1320 1.5249 -1.2460
C: 6.1134 1.1656 -0.3533
C: 6.0926 -0.0783 0.2924
C: 5.0912 -0.9894 0.0683
O: 7.1668 -0.1778 1.1170
C: 7.8936 1.0280 0.9621
O: 7.2020 1.8626 0.0529
C: 0.5225 -1.8857 -0.8956
C: -0.6760 -1.5781 0.0351
H: -7.1384 -1.5171 -1.1359
H: -8.7861 -1.0078 -0.7398
H: -7.7864 -0.0232 -1.8178
H: -7.9092 0.9761 0.4712
H: -7.2333 -0.5224 1.1548
H: -6.0263 2.1655 1.2824
H: -5.2374 0.6951 1.9023
H: -4.2050 2.4913 -0.3480
H: -3.5690 2.4589 1.3096
H: -2.8498 0.1018 1.0013
H: -3.6587 0.0743 -0.5876
H: -1.9980 1.9687 -1.1149
H: 0.9648 0.7559 1.6926
H: 0.3118 -0.6630 2.5230
H: 1.7353 -2.1695 1.3682
H: 2.7584 -0.7190 1.3189
H: 1.5463 -0.0765 -0.7138
H: 2.7583 -1.6316 -2.1940
H: 3.2019 -2.5888 -0.7625
H: 3.3444 0.8566 -2.1891
H: 5.1521 2.4786 -1.7437
H: 5.0966 -1.9466 0.5631
H: 7.9817 1.5333 1.9349
H: 8.8980 0.8065 0.5710
H: 0.7494 -2.9542 -0.8828
H: 0.2954 -1.5895 -1.9214
H: -1.6034 -1.5981 -0.5367
H: -0.7509 -2.3201 0.8327

Results
structure (SMILES)	CCOCCCNC(=S)N1CC[NH+](Cc2ccc3c(c2)OCO3)CC1
LUMO	-2.32	eV
total charge	+1
electronic energy	-1490.623891	Ha
F_max	0.0257	Eh/bohr

Here are the Löwdin charges for atoms 1 to 5, given in e: -0.067, -0.276, -0.169, -0.237, -0.141

***

total charge of number 2 (C18H28N3O3S)? +1